Entry 1:
85
Properties=species:S:1:pos:R:3:lowdin_spin:R:1 method="wB97M-V/def2-TZVPD" spin_multiplicity=3 energy_ev=-112586.9428 homo_ha="-0.306 / -0.379" gap_ev="5.3 / 7.1" charge=+1 e_lumo_ha="-0.1098 / -0.1159"
Ti 0.1271 0.9177 0.7813 0.98
S -1.3772 -1.1274 -0.5156 0.00
S 1.0490 5.0892 0.6514 0.00
S 5.3420 0.3467 1.4351 0.00
O 0.6243 0.9698 2.4782 0.07
O -2.7421 -1.3301 -0.1162 0.00
O -0.3682 -1.5587 0.4468 0.01
N -1.0420 0.4489 -0.7390 0.00
N -1.3365 2.2304 1.1246 -0.01
N 5.3107 -0.1370 -1.2463 0.00
N 3.7999 1.4020 -0.3490 0.00
N 2.7084 -2.3098 0.7951 0.00
N -0.3923 3.7903 -1.2260 0.00
N 1.8265 -0.3012 0.4830 0.01
N 1.2445 2.6024 -0.0278 0.01
C 0.5333 0.2928 3.5849 0.37
C 4.1335 1.4724 1.9336 0.00
C -3.2050 1.0866 -1.7742 0.02
C -1.0887 -1.2300 -3.2347 0.00
C 1.5932 0.4867 4.6305 0.05
C -0.5235 -1.6164 4.7944 0.09
C 2.3491 4.1469 1.3024 0.00
C -1.1979 -1.8458 -4.4696 0.00
C -2.3144 2.2259 0.1609 0.01
C -2.6299 -2.4919 4.0254 0.10
C 2.3184 2.8757 0.8156 0.00
C -1.1872 -1.9783 -2.0765 0.00
C -1.5559 -2.5255 4.9042 -0.01
C -4.2788 1.9749 -1.7794 -0.01
C 2.5078 -2.5483 -2.8858 0.00
C -3.4580 4.0930 1.1932 0.05
C -4.3738 2.9888 -0.8529 0.02
C 2.7832 -3.0377 -1.6249 0.00
C 2.2644 -1.1722 1.3640 0.01
C -1.6416 -3.8782 -5.8826 0.00
C 3.4037 1.9070 0.8640 0.00
C -1.4409 3.1493 2.1049 0.05
C -1.4168 -3.2180 -4.5603 0.00
C -0.5330 -0.6424 3.7723 0.02
C 1.9982 -0.8940 -0.7560 0.00
C 4.7862 0.5738 -0.2248 0.00
C -1.4656 -3.9650 -3.3833 0.00
C 2.0274 -1.2507 -3.0821 0.00
C -1.3618 -3.3527 -2.1456 0.00
C -2.4588 4.0912 2.1515 -0.01
C -3.4059 3.1302 0.1598 0.00
C -1.6430 -0.6236 2.8959 0.10
C -2.6689 -1.5307 3.0233 -0.01
C -2.1955 1.2413 -0.8386 -0.01
C 2.5333 -2.1827 -0.5658 0.00
C 0.5423 3.6947 -0.2612 0.00
C 1.7629 -0.3965 -2.0271 0.00
H -1.1394 -1.2447 -5.3772 0.00
H -0.6826 2.9264 -1.6935 0.00
H 4.0188 1.7386 2.9856 0.00
H 3.0623 -3.1359 1.2893 0.00
H 3.0872 4.6035 1.9640 0.00
H -4.2828 4.8036 1.2377 0.00
H 1.4106 0.6262 -2.1757 0.00
H -3.1575 0.2658 -2.4869 0.00
H -2.4693 4.8213 2.9646 0.00
H 2.2003 -0.4300 4.7540 0.02
H 0.3112 -1.6706 5.4895 0.01
H -1.7017 0.1521 2.1219 0.01
H 2.2949 -1.0145 2.4317 0.00
H 5.0614 0.1890 -2.1826 0.00
H 3.1776 -4.0422 -1.4595 0.00
H -1.4448 -3.9292 -1.2220 0.00
H -0.9647 -4.7388 -6.0098 0.00
H -0.6696 3.1220 2.8715 0.00
H -1.6187 -5.0408 -3.4369 0.00
H -1.4737 -3.1728 -6.7047 0.00
H -1.0793 4.5488 -1.1767 0.00
H 2.6779 -3.1856 -3.7533 0.00
H -3.4374 -3.2141 4.1270 0.01
H 6.2365 -0.5415 -1.1292 0.00
H -3.5005 -1.4914 2.3204 0.00
H 1.1359 0.7097 5.6090 0.01
H 1.8579 -0.9064 -4.1037 0.00
H -5.2182 3.6817 -0.8720 0.00
H -0.9447 -0.1485 -3.1690 0.00
H 2.2451 1.3232 4.3459 0.00
H -1.5185 -3.2833 5.6843 0.00
H -2.6785 -4.2603 -5.9435 0.00
H -5.0611 1.8547 -2.5309 0.00

***

Entry 2:
80
Properties=species:S:1:pos:R:3:lowdin_spin:R:1 method="wB97M-V/def2-TZVPD" spin_multiplicity=2 energy_ev=-82281.9354 homo_ha="-0.341 / -0.379" gap_ev="7.0 / 6.9" charge=+1 e_lumo_ha="-0.0829 / -0.1236"
Bi 1.1079 -0.4270 0.4275 0.65
Te 0.9655 1.2328 3.0308 0.03
S 2.1729 1.1110 -3.4429 0.01
S 2.1779 -4.3773 -2.0723 0.01
O -1.5215 0.8857 2.1362 0.02
O 1.7451 0.1592 -2.3758 0.05
N -2.8045 0.7346 2.2565 0.00
N 1.0101 -2.3293 -1.0662 0.03
N -1.3081 1.6339 -1.4337 0.00
C 3.0394 0.1098 -4.7188 0.00
C 2.7841 -3.0568 0.3629 0.02
C 2.3542 0.5917 5.5689 0.00
C 3.7081 -4.0422 0.7175 0.00
C 0.8380 -0.8478 6.7687 0.00
C -4.9272 0.4323 1.2354 0.00
C -2.8693 3.6863 -3.8357 0.00
C -4.3051 5.5741 -3.4525 0.00
C 3.0920 0.7637 6.7363 0.00
C 2.7486 1.2744 4.2848 0.00
C 0.3162 -2.6034 -2.2250 0.00
C -3.6659 4.7056 -4.3265 0.00
C 0.7080 1.3536 -4.5398 0.00
C -1.9205 2.4842 -1.9102 0.00
C 1.0841 0.8587 -5.9295 0.00
C -3.3897 0.6704 3.4719 0.00
C -2.7144 3.5393 -2.4580 0.00
C 1.2224 -0.2208 5.5876 0.00
C 4.3397 -3.9928 1.9441 0.03
C 1.9897 -3.1587 -0.8460 0.02
C 4.0583 -2.9482 2.8174 0.00
C -1.3720 -2.3529 -3.8878 0.00
C 2.7127 0.1274 7.9071 0.00
C 1.9877 -0.3511 -5.7152 0.00
C -0.7936 -1.9170 -2.7124 0.00
C 0.4317 -0.3987 4.3227 0.01
C -0.8665 -3.4572 -4.5812 0.00
C -4.7453 0.4631 3.6068 0.00
C 0.8111 -3.7145 -2.9230 0.00
C -3.3543 4.4155 -1.5781 0.00
C 0.2316 -4.1510 -4.1082 0.00
C 2.5253 -1.9635 1.2158 0.06
C -4.1482 5.4306 -2.0805 0.00
C -5.5356 0.3231 2.4763 0.00
C -3.5696 0.6489 1.1463 0.00
C 3.1791 -1.9431 2.4445 0.03
C 1.5823 -0.6772 7.9246 0.00
H 1.4119 -1.1761 -5.2909 0.00
H -6.5964 0.1354 2.5604 0.00
H -3.0331 0.7448 0.2145 0.00
H 3.5956 0.7718 3.8170 0.00
H 0.2020 0.6162 -6.5240 0.00
H 3.9160 -4.8511 0.0263 0.00
H 5.0349 -4.7708 2.2289 0.00
H -2.2373 -1.8352 -4.2828 0.00
H -0.0519 -1.4664 6.7811 0.00
H 4.5260 -2.9148 3.7930 0.00
H 3.9629 1.4084 6.7246 0.00
H 2.4405 -0.6872 -6.6485 0.00
H -4.9299 6.3661 -3.8433 0.00
H -4.6434 6.1146 -1.4049 0.00
H 0.6694 -1.3402 3.8253 0.00
H 3.5389 -0.7012 -4.1918 0.00
H -1.3448 -3.7770 -5.4976 0.00
H -0.0759 0.7564 -4.0765 0.00
H 1.2770 -1.1664 8.8403 0.00
H 0.6274 -5.0091 -4.6346 0.00
H 3.7781 0.7638 -5.1854 0.00
H -0.6380 -0.3781 4.5047 0.00
H 0.4370 2.4085 -4.5100 0.00
H -5.1735 0.4223 4.5976 0.00
H 3.2966 0.2641 8.8078 0.00
H -5.5006 0.3493 0.3230 0.00
H 3.0033 -1.1310 3.1394 0.00
H 3.0394 2.3072 4.4696 0.00
H -2.7285 0.7940 4.3138 0.00
H -1.1739 -1.0585 -2.1718 0.00
H -2.3692 3.0043 -4.5107 0.00
H 1.6353 1.6395 -6.4601 0.00
H -3.2202 4.2928 -0.5114 0.00
H -3.7879 4.8238 -5.3946 0.00

***

Entry 3:
82
Properties=species:S:1:pos:R:3:lowdin_spin:R:1 method="wB97M-V/def2-TZVPD" spin_multiplicity=7 energy_ev=-147043.1901 homo_ha="-0.157 / -0.158" gap_ev="6.7 / 6.7" charge=-1 e_lumo_ha="0.0892 / 0.0892"
Tb 10.8377 -12.2557 15.0478 6.03
Br 3.1833 -11.1598 13.6454 0.00
O 9.2766 -13.1657 13.4026 0.00
O 10.5789 -10.3423 16.1789 -0.01
O 8.5123 -11.4379 14.5111 0.00
O 10.8250 -14.4728 15.6100 -0.01
N 9.6321 -14.1279 17.5946 0.00
N 13.1736 -12.4524 16.4854 0.00
N 11.3866 -10.7234 12.9530 0.00
N 12.8720 -12.8123 13.8134 -0.01
N 9.6325 -12.7691 17.1961 0.00
C 10.3241 -14.8474 16.7116 0.00
C 12.7257 -13.8878 11.6066 0.00
C 15.2359 -13.2690 13.4782 0.00
C 11.7435 -11.7491 12.0048 0.00
C 4.3331 -13.6159 12.7157 0.00
C 12.2629 -13.8862 10.2725 0.00
C 10.2369 -9.8600 12.6273 0.00
C 8.3133 -12.4321 13.7657 0.00
C 9.9232 -8.4308 17.3337 0.00
C 8.4974 -9.8462 19.1602 0.00
C 11.7026 -18.3738 16.5977 0.00
C 11.5651 -17.0013 16.5475 0.00
C 12.9597 -13.2439 17.6939 0.00
C 16.6926 -13.3498 15.4137 0.00
C 5.3764 -14.4846 12.5429 0.00
C 9.9198 -9.8210 17.1744 0.00
C 10.4419 -16.3203 17.0089 0.00
C 9.4452 -17.0472 17.6747 0.00
C 6.6556 -14.0835 12.9086 0.00
C 10.6812 -19.1044 17.1942 0.00
C 9.2967 -7.7696 18.3477 0.00
C 13.5989 -11.0623 16.8411 0.00
C 12.5171 -9.8346 13.3202 0.00
C 9.5708 -18.4541 17.7313 0.00
C 12.5033 -12.8350 12.4794 0.00
C 11.5467 -12.7678 9.8391 0.00
C 9.1424 -11.9992 18.0783 0.00
C 9.2199 -10.5643 18.1855 0.00
C 8.5746 -8.4937 19.2999 0.00
C 11.3376 -11.6975 10.6827 0.00
C 14.1157 -13.0269 14.2847 0.00
C 4.6038 -12.3364 13.2110 0.00
C 16.4760 -13.4146 14.0483 0.00
C 14.3168 -13.0085 15.6752 0.00
C 5.9066 -11.9502 13.5967 0.00
C 6.9239 -12.8294 13.3827 0.00
C 15.5743 -13.1578 16.2410 0.00
H 12.1420 -12.8654 18.2513 0.00
H 8.0123 -7.9674 20.1084 0.00
H 8.6525 -12.5413 18.9530 0.00
H 10.5250 -7.9038 16.6050 0.00
H 3.2892 -13.9128 12.5069 0.00
H 13.8345 -13.2675 18.3966 0.00
H 5.2482 -15.4966 12.1891 0.00
H 8.0172 -10.4594 19.9069 0.00
H 8.7648 -19.0657 18.1512 0.00
H 9.9716 -9.2936 13.4840 0.00
H 17.3133 -13.6108 13.3627 0.00
H 9.3308 -10.4082 12.3134 0.00
H 9.3573 -6.6802 18.4515 0.00
H 14.5797 -11.0291 17.2913 0.00
H 12.2476 -16.4117 15.9901 0.00
H 13.3065 -10.3926 13.7713 0.00
H 13.2906 -14.7338 11.9290 0.00
H 12.8129 -9.3220 12.3898 0.00
H 10.7956 -20.2267 17.1756 0.00
H 15.7044 -13.1289 17.3223 0.00
H 7.5094 -14.7257 12.7986 0.00
H 12.7376 -14.2595 17.4228 0.00
H 13.5720 -10.4281 15.9707 0.00
H 11.1736 -12.7402 8.8167 0.00
H 8.5528 -16.5094 18.1297 0.00
H 12.1494 -9.1208 14.0525 0.00
H 15.1818 -13.3218 12.4043 0.00
H 12.8947 -10.6572 17.5710 0.00
H 10.7419 -10.8489 10.2843 0.00
H 12.5724 -18.9069 16.2039 0.00
H 6.1087 -10.9887 14.0709 0.00
H 12.4797 -14.7717 9.6898 0.00
H 17.6881 -13.5110 15.8125 0.00
H 10.5420 -9.1605 11.8605 0.00